Entry 1:
10
Properties=species:S:1:pos:R:3:forces:R:3 method="wB97M-V/def2-TZVPD" lumo_energy_ev="-5.4 / -7.2" total_energy_ha=-1182.6688 largest_force_ev_per_a=4.5 orbital_gap_ev="9.58 / 5.78" charge=+1 de_lowest_kcal_mol=27.7
C 0.535633 1.007370 -0.661876 0.35 -0.04 0.78
C -0.259489 -0.793224 0.965906 0.89 3.05 3.24
N 1.677352 3.423824 -1.975961 0.29 -0.93 0.80
N 0.190466 0.600293 0.518068 1.30 -0.91 -3.61
O 0.891054 3.960501 -2.517557 -0.57 0.46 -0.44
Cl 1.079261 -1.804186 1.468945 -0.74 0.43 -0.50
Cl -1.356906 -0.280025 2.345059 0.60 -0.85 -0.55
H 0.681205 0.428954 -1.575420 -0.67 -0.43 0.25
H -0.904299 -1.112733 0.241334 -1.13 -1.53 -1.98
H 0.436117 1.289154 1.173565 -0.31 0.75 2.01

---

Entry 2:
10
Properties=species:S:1:pos:R:3:forces:R:3 method="wB97M-V/def2-TZVPD" lumo_energy_ev=-0.3 total_energy_ha=-1449.2002 largest_force_ev_per_a=2.4 orbital_gap_ev=9.45 de_lowest_kcal_mol=59.8 smiles="[H]/N=P/N1[C@H](Cl)[C@H]1Cl"
H 1.207934 2.744481 -0.525590 -0.35 -2.05 0.45
N 0.799842 1.803827 -0.255967 -0.28 2.21 -0.84
P 1.314660 0.845342 0.805120 0.34 -0.64 1.55
N -0.101188 -0.171057 1.216863 1.57 1.46 -0.11
C -0.233219 -1.528695 0.806659 -1.90 -1.13 0.72
Cl 1.043370 -2.388259 -0.029458 0.25 -0.05 0.08
C -0.913869 -0.406688 0.086114 0.13 0.00 -1.49
Cl -2.655458 -0.166846 0.208312 0.19 0.00 -0.01
H -0.840892 -2.211340 1.533448 1.27 1.31 -1.55
H -0.452689 0.040591 -0.865537 -1.23 -1.11 1.19

---

Entry 3:
9
Properties=species:S:1:pos:R:3:forces:R:3 method="wB97M-V/def2-TZVPD" lumo_energy_ev=0.5 total_energy_ha=-1128.2618 largest_force_ev_per_a=8.7 orbital_gap_ev=10.45 de_lowest_kcal_mol=91.1 smiles="O/N=C/C(Cl)Cl"
O -2.356040 -0.144385 -0.193002 2.37 -0.70 -0.35
N -1.060597 0.442974 -0.427506 2.65 -1.59 0.84
C 0.034903 -0.338162 -0.216570 -8.70 0.07 0.82
C 1.291687 0.258058 0.203131 0.00 -3.20 1.67
Cl 2.336632 -1.137855 -0.333085 1.53 0.44 -0.17
Cl 1.764348 1.827369 -0.263291 0.02 0.13 0.09
H -2.962644 0.593441 -0.288672 0.22 0.34 -0.24
H -0.209300 -1.462897 0.196668 0.89 2.80 -1.25
H 1.161010 -0.038542 1.322331 1.01 1.71 -1.41

---

Entry 4:
10
Properties=species:S:1:pos:R:3:forces:R:3 method="wB97M-V/def2-TZVPD" lumo_energy_ev="2.5 / 3.5" total_energy_ha=-1547.0228 largest_force_ev_per_a=5.4 orbital_gap_ev="4.43 / 6.82" charge=-1 de_lowest_kcal_mol=47.7
C -0.834962 -0.263677 -1.176122 5.30 -1.13 -0.37
C 0.007174 0.970475 -0.714361 -0.01 -2.19 0.62
O 2.015720 -1.210048 2.492676 -0.82 0.70 -0.43
O -0.236608 -0.599757 3.280951 0.71 0.39 -0.92
S 0.899996 -0.248284 2.401873 -0.01 -0.79 1.06
Cl 1.745311 0.791418 -1.035938 0.28 -0.12 -0.18
Cl -0.542748 2.437139 -1.441680 -0.53 0.91 -0.46
H -0.208759 -1.256141 -1.462167 -0.97 2.48 0.50
H -1.455559 -0.047132 -1.947751 -1.85 0.76 -2.66
H -1.389565 -0.573993 -0.397482 -2.11 -1.01 2.83

---

Entry 5:
9
Properties=species:S:1:pos:R:3:forces:R:3 method="wB97M-V/def2-TZVPD" lumo_energy_ev=0.6 total_energy_ha=-1533.7364 largest_force_ev_per_a=3.6 orbital_gap_ev=9.65 de_lowest_kcal_mol=54.7
C 0.165800 -0.257580 -0.836620 -0.28 1.08 2.19
C -0.142917 0.681902 1.072040 -0.73 -3.17 -1.46
O -0.763067 -1.200519 -1.273868 0.19 1.23 0.41
Cl 1.730376 -0.998404 -0.717328 0.63 -0.11 0.14
Cl -1.496664 1.744193 0.834261 -0.20 0.33 -0.18
Cl 1.336700 1.548376 1.456573 -0.51 -0.56 0.04
H 0.281717 0.758639 -1.353801 -0.93 -1.90 0.19
H -0.534416 -0.143950 1.816788 1.54 1.68 -1.35
H -0.577530 -2.132657 -0.998045 0.30 1.42 0.01

---

Entry 6:
10
Properties=species:S:1:pos:R:3:forces:R:3 method="wB97M-V/def2-TZVPD" lumo_energy_ev=0.3 total_energy_ha=-1609.0302 largest_force_ev_per_a=4.4 orbital_gap_ev=11.41 de_lowest_kcal_mol=0.0 smiles=OC(O)C(Cl)(Cl)Cl
O -1.247470 0.771773 0.605717 0.47 -0.77 3.30
C -0.652545 -0.245783 -0.151867 0.05 -0.83 -0.62
O -0.598723 -1.503890 0.546948 1.64 2.58 0.91
C 0.753021 0.298508 -0.566587 0.04 -0.37 -1.04
Cl 1.713359 -0.967700 -1.490026 -0.80 1.03 0.62
Cl 1.616670 0.828367 0.829974 0.86 -0.13 0.90
Cl 0.453410 1.760915 -1.567150 0.21 -0.65 -0.16
H -0.922970 0.707065 1.651114 -1.13 0.09 -4.27
H -1.130873 -0.400771 -1.185540 -0.04 0.20 1.91
H 0.016121 -1.248484 1.327416 -1.31 -1.15 -1.55

---

Entry 7:
11
Properties=species:S:1:pos:R:3:forces:R:3 method="wB97M-V/def2-TZVPD" lumo_energy_ev=-1.5 total_energy_ha=-1684.0325 largest_force_ev_per_a=3.9 orbital_gap_ev=7.30 de_lowest_kcal_mol=17.5
C -1.195726 0.270934 0.168539 -1.41 -3.21 -1.68
C 0.122492 0.022872 -0.535317 -0.89 -0.62 3.44
O 0.644228 1.171859 -0.791259 1.62 0.69 -0.89
O 0.344883 -1.068943 -1.289578 0.02 0.39 0.50
O 1.040744 -0.636695 1.297424 -0.14 1.58 -1.60
Cl 2.317697 1.315009 -1.211722 -0.60 -0.44 -0.26
Cl -0.334920 -2.486379 -0.598429 0.42 0.58 -0.50
Cl 1.784367 0.769443 1.894920 -0.51 -0.88 -0.05
H -2.058268 0.114753 -0.546228 0.95 0.42 0.41
H -1.278982 -0.575041 0.837588 -0.14 -0.16 0.27
H -1.386516 1.102189 0.774065 0.68 1.64 0.37

---

Entry 8:
9
Properties=species:S:1:pos:R:3:forces:R:3 method="wB97M-V/def2-TZVPD" lumo_energy_ev=-0.8 total_energy_ha=-1856.6487 largest_force_ev_per_a=4.4 orbital_gap_ev=8.76 de_lowest_kcal_mol=73.7
C -1.394133 -0.188523 -0.811183 0.22 -0.08 -0.17
C 1.327900 0.557565 0.299323 3.72 -1.67 -1.62
S -2.177547 -0.292536 0.616325 1.80 -0.58 1.64
Cl -2.314463 0.157616 -2.154524 -0.44 0.13 -0.82
Cl 2.614595 1.304466 1.331851 -1.41 -0.35 -0.28
Cl 1.735528 0.903600 -1.438234 -0.28 0.15 0.58
H 0.319728 0.697538 0.403663 -2.05 1.66 0.96
H 1.414310 -0.535766 0.330467 0.43 0.37 0.39
H -3.452530 -0.138158 0.480615 -2.00 0.38 -0.68

---

Entry 9:
11
Properties=species:S:1:pos:R:3:forces:R:3 method="wB97M-V/def2-TZVPD" lumo_energy_ev=0.0 total_energy_ha=-1286.5143 largest_force_ev_per_a=4.4 orbital_gap_ev=10.14 de_lowest_kcal_mol=13.9
C 2.643741 0.381270 0.161074 -1.57 0.26 2.54
C 1.400518 -0.110962 0.114328 0.22 0.17 -2.73
O -1.630514 -1.236671 -1.083645 -0.16 0.89 -0.72
O -2.157451 0.829367 0.301325 -0.11 3.34 -2.86
F 3.575888 -0.027536 -0.635550 1.21 -0.88 -1.91
F 0.388011 0.307539 0.895540 0.68 0.06 0.36
S -2.014940 -0.697061 0.184981 -0.82 -2.83 1.95
Cl -4.179545 -1.228155 0.520557 0.87 0.32 -0.47
H -2.157114 1.414559 -0.562250 -0.19 -1.74 2.10
H 3.092260 0.997685 0.938020 -0.66 0.11 0.10
H 1.039150 -0.630036 -0.834378 0.53 0.29 1.64

---

Entry 10:
9
Properties=species:S:1:pos:R:3:forces:R:3 method="wB97M-V/def2-TZVPD" lumo_energy_ev=-0.6 total_energy_ha=-1136.0117 largest_force_ev_per_a=0.9 orbital_gap_ev=8.78 de_lowest_kcal_mol=64.1
C -2.084964 0.118286 0.021950 0.13 -0.86 0.32
C 2.134430 0.434333 -0.594637 0.30 0.52 0.15
F -2.172072 1.202909 0.811278 -0.05 0.52 0.44
F -2.214331 0.514116 -1.253770 -0.07 0.15 -0.66
S 3.372477 0.488946 0.523803 -0.25 0.09 -0.21
Cl 1.442794 -1.078001 -0.897796 -0.01 -0.41 0.04
H -2.911961 -0.564135 0.268499 0.23 0.14 -0.06
H -1.092724 -0.334207 0.154505 -0.27 0.07 -0.03
H 3.526354 -0.782246 0.966166 -0.01 -0.21 0.01

---

Entry 11:
10
Properties=species:S:1:pos:R:3:forces:R:3 method="wB97M-V/def2-TZVPD" lumo_energy_ev="-1.7 / -1.3" total_energy_ha=-843.0685 largest_force_ev_per_a=2.9 orbital_gap_ev="7.85 / 8.57" de_lowest_kcal_mol=119.1
C 1.140016 -0.216793 0.258456 -1.44 -1.81 -1.63
C -1.320536 -0.693177 -0.040228 -0.48 1.08 1.67
N 0.802379 1.116407 0.097319 0.06 1.61 -1.24
O 0.648176 1.877858 1.056087 0.06 -0.74 -0.26
O 0.619981 1.472312 -1.089926 0.51 -0.02 0.99
F -1.293625 -2.009320 -0.050432 0.07 -0.26 -0.08
Cl -1.551758 0.037963 -1.548575 -0.26 -0.27 0.18
H 1.497186 -0.770035 -0.664458 -0.72 1.10 1.20
H 1.541407 -0.533852 1.188965 -0.11 0.06 0.81
H -2.083227 -0.281362 0.792792 2.30 -0.75 -1.66

---

Entry 12:
8
Properties=species:S:1:pos:R:3:forces:R:3 method="wB97M-V/def2-TZVPD" lumo_energy_ev=0.0 total_energy_ha=-890.5359 largest_force_ev_per_a=1.8 orbital_gap_ev=8.55 de_lowest_kcal_mol=51.2
C 0.634154 0.293900 0.738775 0.48 -1.65 -0.58
C -0.172485 -1.947770 0.032122 0.07 0.53 -0.43
N 0.180025 -0.870397 0.603634 0.25 1.67 0.38
Cl 0.106321 1.490367 1.834949 -0.60 -0.38 0.16
I -0.308753 2.956303 -2.149957 0.33 -0.10 1.43
H -0.688306 -1.851077 -0.919964 -0.26 -0.17 0.23
H 0.165355 -2.915459 0.366880 0.05 0.00 0.26
H 0.083689 2.844133 -0.506438 -0.33 0.10 -1.46

---

Entry 13:
8
Properties=species:S:1:pos:R:3:forces:R:3 method="wB97M-V/def2-TZVPD" lumo_energy_ev=-11.2 total_energy_ha=-646.8295 largest_force_ev_per_a=4.4 orbital_gap_ev=11.58 charge=+2 de_lowest_kcal_mol=29.1
C 3.175634 -0.204797 0.054141 -4.38 0.63 0.25
C 0.755901 0.140115 0.033940 -1.84 0.90 -0.01
N 2.043082 0.029467 0.139031 4.06 -0.84 -0.32
N -0.365371 0.352591 -0.085430 0.23 -0.52 0.24
Cl -3.536698 -0.378628 0.043429 1.54 -2.37 0.59
H 4.115247 -0.620417 -0.124614 2.05 -0.32 -0.05
H -2.195179 -0.063822 0.125936 -0.97 0.17 -0.25
H -3.992614 0.745489 -0.186431 -0.68 2.34 -0.45

---

Entry 14:
9
Properties=species:S:1:pos:R:3:forces:R:3 method="wB97M-V/def2-TZVPD" s2=2.013 lumo_energy_ev="0.7 / -3.7" spin_multiplicity=3 total_energy_ha=-722.7279 largest_force_ev_per_a=6.7 orbital_gap_ev="7.24 / 7.59" de_lowest_kcal_mol=48.1
C 0.515207 0.621986 -0.337109 -3.79 -0.85 -3.07
C 1.410273 0.052808 0.530045 3.02 0.10 2.47
N 0.092897 -1.469750 -0.260121 -1.61 -4.77 -0.38
N -0.267133 -0.390963 -0.783323 -0.73 6.37 -1.85
O 1.140553 -1.247926 0.570117 3.16 -1.23 2.88
Cl -3.255178 0.388414 0.244677 -0.07 0.03 0.00
H 0.388643 1.633505 -0.654754 -0.10 0.29 -0.09
H 2.210779 0.432897 1.128490 0.08 0.07 0.07
H -2.236045 -0.020971 -0.438021 0.03 -0.01 -0.03

---

Entry 15:
11
Properties=species:S:1:pos:R:3:forces:R:3 method="wB97M-V/def2-TZVPD" lumo_energy_ev="-2.0 / -2.7" total_energy_ha=-873.1166 largest_force_ev_per_a=5.0 orbital_gap_ev="7.61 / 6.70" de_lowest_kcal_mol=149.1
C 1.470735 -0.210231 -0.463698 -2.81 -0.64 -0.68
C -0.768079 -0.293861 0.174614 1.61 1.59 -4.43
N -0.397732 -0.746459 1.331566 0.28 0.35 2.81
N -1.004734 1.260122 0.092888 0.00 0.15 0.61
O -0.395034 -1.905826 1.699286 -0.15 -0.55 -0.67
O -0.589024 1.898639 1.035361 -0.03 -0.36 -0.17
O -1.548674 1.740991 -0.881519 0.34 -1.03 0.41
Cl -1.271698 -1.050480 -1.312169 -0.76 -0.48 0.54
H 1.744494 -1.045931 0.109244 0.78 -0.26 1.28
H 1.346380 -0.463114 -1.489300 -0.14 -0.14 -0.74
H 1.413366 0.816152 -0.296270 0.88 1.37 1.04

---

Entry 16:
8
Properties=species:S:1:pos:R:3:forces:R:3 method="wB97M-V/def2-TZVPD" lumo_energy_ev=0.6 total_energy_ha=-688.6504 largest_force_ev_per_a=9.3 orbital_gap_ev=11.28 de_lowest_kcal_mol=21.2 smiles="O=C(O)CCl"
O -1.600222 -0.337110 0.759094 -3.90 -0.42 1.48
C -0.480336 -0.217272 0.519565 4.61 0.02 -2.30
O 0.603735 -0.525938 1.281221 -0.18 0.39 -0.55
C -0.000277 0.336263 -0.844539 4.25 3.18 6.84
Cl 1.702904 0.008719 -1.316797 -0.05 0.33 0.45
H 0.411388 -0.867449 2.157199 -0.64 -0.06 0.19
H -0.238254 1.423201 -0.891250 0.91 -0.14 0.99
H -0.398938 0.179585 -1.664493 -5.01 -3.31 -7.10

---

Entry 17:
8
Properties=species:S:1:pos:R:3:forces:R:3 method="wB97M-V/def2-TZVPD" lumo_energy_ev=0.6 total_energy_ha=-688.6422 largest_force_ev_per_a=4.6 orbital_gap_ev=10.69 de_lowest_kcal_mol=26.3 smiles="O=C(Cl)CO"
O -2.314562 -1.718097 0.221893 0.58 -0.40 -0.08
C -1.168758 -1.591513 -0.055975 0.57 4.29 -0.10
Cl -0.016801 -2.751265 -0.450109 0.68 -1.90 -0.26
C -0.395040 -0.032583 -0.146217 -2.11 -2.62 -3.06
O 0.880398 -0.008650 -0.782345 -3.43 1.10 -1.03
H -0.432851 0.267074 0.822898 0.51 0.93 3.07
H -1.239140 0.557217 -0.635987 1.72 -0.55 -0.10
H 1.526703 -0.344253 -0.215452 1.47 -0.85 1.57

---

Entry 18:
9
Properties=species:S:1:pos:R:3:forces:R:3 method="wB97M-V/def2-TZVPD" lumo_energy_ev=3.7 total_energy_ha=-1030.0609 largest_force_ev_per_a=3.6 orbital_gap_ev=8.16 charge=-1 de_lowest_kcal_mol=81.3 smiles="O=C([O-])[C@@H](P)Cl"
O -0.999826 1.518162 0.704242 0.36 1.31 1.37
C -1.363009 0.558861 0.044604 -0.95 -2.36 -1.74
O -2.475581 0.262599 -0.435933 0.71 -0.04 0.36
C -0.078784 -0.380746 -0.358226 -1.48 -0.43 -2.45
P 1.283842 0.685114 0.231008 1.44 0.20 -1.21
Cl 0.053547 -2.025571 0.370231 -0.49 -0.19 0.24
H -0.170280 -0.696455 -1.564867 0.64 1.47 3.21
H 2.259026 -0.109336 -0.578006 -0.13 0.23 1.26
H 1.491067 0.187370 1.586944 -0.10 -0.18 -1.04

---

Entry 19:
10
Properties=species:S:1:pos:R:3:forces:R:3 method="wB97M-V/def2-TZVPD" lumo_energy_ev=3.2 total_energy_ha=-1428.3535 largest_force_ev_per_a=4.8 orbital_gap_ev=8.30 charge=-1 de_lowest_kcal_mol=13.2 smiles="O=[P@@]([O-])(Cl)CC=S"
O 1.188608 -0.629369 -1.503290 -0.22 0.27 0.19
P 1.137308 -0.442554 -0.026604 -1.39 -0.56 -0.24
O 1.052164 -1.568536 0.927129 0.18 0.00 0.16
Cl 2.729652 0.699025 0.444116 1.29 0.96 0.50
C -0.283956 0.746692 0.391229 -1.26 -1.14 -4.50
C -1.447355 -0.162840 -0.374407 2.07 1.82 1.15
S -2.436569 -1.227697 0.395002 0.89 1.26 -1.23
H -0.587309 0.731108 1.383956 0.05 0.55 1.96
H -0.148728 1.764065 -0.197494 -0.39 -2.02 1.50
H -1.203819 0.090104 -1.439638 -1.23 -1.11 0.51

---

Entry 20:
10
Properties=species:S:1:pos:R:3:forces:R:3 method="wB97M-V/def2-TZVPD" lumo_energy_ev=2.9 total_energy_ha=-1428.3673 largest_force_ev_per_a=2.8 orbital_gap_ev=8.16 charge=-1 de_lowest_kcal_mol=4.6 smiles="O=[P@@]([O-])(Cl)CC=S"
O -1.600134 -1.464884 0.183397 0.95 0.37 1.06
P -1.254727 -0.079640 -0.245385 -1.00 -1.27 -1.83
O -1.526748 0.160980 -1.697223 0.68 1.02 0.51
Cl -2.424246 1.198016 0.916030 -0.18 0.52 0.29
C 0.444690 0.549007 0.235732 -0.75 -0.16 -0.10
C 1.403262 -0.586866 -0.135749 -1.36 1.33 -2.02
S 2.574484 -0.868166 0.875998 1.72 -1.14 0.87
H 0.608598 1.543715 -0.336966 -0.13 -1.76 0.92
H 0.491150 0.666009 1.365744 0.03 0.18 -1.56
H 1.283673 -1.118169 -1.161577 0.04 0.91 1.87